Record 1
{
  "formula": "C5H9NO4S",
  "method": "the ωB97M-V functional and the def2-TZVPD basis",
  "elements": ["C", "C", "C", "C", "C", "N", "O", "O", "O", "O", "S", "H", "H", "H", "H", "H", "H", "H", "H", "H"],
  "xyz": [[-1.6724, 2.1814, -1.0950], [1.4223, -0.2944, 1.0965], [2.6090, -2.0697, 0.0031], [0.7292, -1.1133, -1.3793], [1.6299, -1.1128, -0.1574], [-1.4021, 1.6502, 0.1582], [-0.6642, 2.4943, -1.7745], [-2.8949, 2.2511, -1.4226], [-2.0568, 0.2279, 2.0772], [-3.3129, 2.3508, 1.6798], [-2.5775, 1.2266, 1.0924], [1.8572, 0.6900, 0.8192], [0.3794, -0.1310, 1.3100], [1.8994, -0.9445, 1.8284], [3.2894, -1.9074, 0.8175], [2.9033, -2.8219, -0.6468], [-3.7205, 0.4574, 0.4614], [0.9423, -0.0834, -1.7128], [0.9599, -1.9980, -2.0665], [-0.3199, -1.0534, -1.0889]],
  "atomic_forces_ev_per_a": [[-0.79, 0.11, -0.42], [0.20, 0.43, -1.87], [-1.22, 2.81, 0.32], [0.90, 0.39, 0.80], [0.70, -3.87, 0.48], [0.00, -1.48, 1.39], [0.18, 0.24, -0.46], [-0.01, 0.26, -0.77], [-0.50, 0.80, -0.62], [0.00, -0.35, 0.24], [-0.68, -0.93, 0.17], [-0.09, -0.29, 1.06], [-0.52, 0.14, 0.11], [0.11, 1.09, 0.58], [0.18, -0.28, 0.59], [0.20, -1.18, -1.64], [1.99, 1.15, 0.42], [-0.37, -0.41, -1.11], [-0.25, 1.58, 0.72], [-0.04, -0.21, 0.00]],
  "lumo_ev": 5.5,
  "spin_multiplicity": 1,
  "charge": -2,
  "gap_ev": 5.59,
  "largest_force_ev_per_a": 3.97
}

Record 2
{
  "formula": "C5H9NO7S2",
  "method": "the ωB97M-V functional and the def2-TZVPD basis",
  "elements": ["N", "C", "C", "C", "O", "C", "O", "O", "C", "S", "H", "H", "H", "H", "H", "H", "H", "H", "H", "O", "S", "O", "O", "O"],
  "xyz": [[2.7345, -0.5067, -1.0080], [1.3298, -0.1429, -0.6755], [0.4320, -1.3836, -0.7517], [-1.0681, -1.1530, -0.9965], [-1.8609, -1.5084, 0.1659], [-2.4265, -0.3477, 0.6135], [-2.5392, 0.0144, 1.7148], [-2.7718, 0.3694, -0.5415], [-1.5336, 0.2932, -1.2667], [-1.8107, 0.7279, -2.9954], [3.1787, -0.8541, -0.1609], [3.2181, 0.3603, -1.2298], [1.2543, 0.3025, 0.3342], [1.0282, 0.6299, -1.3975], [0.4941, -1.9228, 0.2049], [0.8372, -2.0673, -1.5130], [-1.4319, -1.8341, -1.7786], [-0.8837, 1.0366, -0.7867], [-0.7306, 1.5058, -3.1397], [-0.2445, 0.2345, 3.7678], [0.5078, 1.2986, 3.0593], [1.9513, 1.2251, 3.4235], [-0.0378, 2.6404, 3.3935], [0.3732, 1.0819, 1.5641]],
  "atomic_forces_ev_per_a": [[0.01, -0.05, -0.22], [0.38, -0.12, -0.03], [0.14, -0.08, 0.06], [-0.25, -0.51, -0.17], [0.55, 0.31, 0.41], [0.34, -0.16, -0.77], [-1.11, -0.17, 0.56], [0.38, 0.24, 0.17], [-0.09, 0.29, 0.57], [-0.04, -0.12, -0.16], [-0.07, 0.13, -0.05], [0.01, -0.18, 0.18], [-0.22, 0.04, -0.31], [0.02, -0.25, -0.04], [0.01, 0.17, -0.15], [-0.18, 0.19, -0.02], [0.12, 0.31, -0.06], [0.17, -0.26, -0.26], [-0.01, 0.01, 0.11], [0.08, 0.05, -0.10], [-0.06, 0.08, 0.39], [0.02, 0.00, -0.23], [0.06, -0.09, -0.09], [-0.24, 0.15, 0.21]],
  "lumo_ev": 4.2,
  "spin_multiplicity": 1,
  "charge": -2,
  "gap_ev": 3.98,
  "largest_force_ev_per_a": 1.26
}

Record 3
{
  "formula": "C5H9NOS",
  "method": "the ωB97M-V functional and the def2-TZVPD basis",
  "elements": ["N", "C", "C", "C", "C", "O", "C", "S", "H", "H", "H", "H", "H", "H", "H", "H", "H"],
  "xyz": [[2.5479, -1.2211, -0.1831], [1.1712, -1.0538, 0.2278], [0.3402, 0.0518, -0.3809], [0.4295, 1.4618, 0.2601], [-0.7739, 0.5961, 0.4601], [-1.9281, 1.0458, -0.1895], [-2.9885, 0.1813, -0.3279], [-3.1252, -1.3153, 0.1310], [3.0243, -0.3517, -0.1954], [2.5581, -1.4757, -1.1465], [0.6441, -2.0386, 0.1516], [1.2613, -0.8500, 1.3763], [0.1902, 0.1052, -1.4406], [1.1190, 1.5866, 1.1104], [0.2695, 2.3195, -0.3816], [-1.0103, 0.2045, 1.4271], [-3.7293, 0.7535, -0.8988]],
  "atomic_forces_ev_per_a": [[-0.32, -0.54, -0.37], [-0.26, -0.38, 2.55], [0.23, 0.86, 1.14], [0.07, -0.70, 0.24], [0.36, 0.19, -0.28], [-1.36, -0.53, -0.41], [1.15, 2.68, -0.86], [-0.04, -1.43, 0.57], [0.49, 1.08, 0.42], [0.08, -0.59, -0.85], [0.41, 0.78, -0.07], [-0.57, -0.28, -1.83], [-0.15, -0.34, -0.43], [-0.46, 0.01, -0.51], [0.19, -0.07, 0.02], [0.23, -0.45, 0.41], [-0.03, -0.30, 0.27]],
  "lumo_ev": 0.5,
  "smiles": "NC[C@@H]1C[C@H]1OC=S",
  "spin_multiplicity": 1,
  "gap_ev": 9.62,
  "largest_force_ev_per_a": 3.05
}

Record 4
{
  "formula": "C5H9NOS",
  "method": "the ωB97M-V functional and the def2-TZVPD basis",
  "elements": ["C", "C", "C", "N", "S", "C", "C", "O", "H", "H", "H", "H", "H", "H", "H", "H", "H"],
  "xyz": [[1.3323, -1.7938, -0.5585], [0.9035, -0.6119, -0.1362], [1.7379, 0.6565, -0.6236], [1.3221, 1.1338, -2.0139], [-0.0570, -0.9389, 1.3053], [-1.2592, 0.1730, 1.0477], [-2.6324, 0.4339, 1.7684], [-1.0690, 0.9822, 0.1263], [0.8025, -2.6646, -0.2845], [2.4146, -2.0971, -1.0024], [1.4363, 1.5121, -0.0124], [2.8570, 0.3915, -0.7139], [0.2586, 1.1897, -1.9798], [1.2865, 0.2617, -2.5524], [-3.3915, 1.2462, 1.0582], [-2.6064, 0.6751, 2.9351], [-3.3358, -0.5496, 1.6368]],
  "atomic_forces_ev_per_a": [[3.21, -1.43, -1.09], [2.69, 0.42, -0.47], [-1.05, -0.05, -0.69], [-2.01, -1.90, 0.80], [0.88, -1.24, 0.75], [-3.30, 4.95, -1.67], [-3.30, -1.07, -0.24], [-0.26, -0.83, 0.50], [-0.50, -0.95, 0.31], [-2.78, 1.43, 0.35], [0.92, -0.28, 0.36], [-1.83, 0.54, 0.64], [1.46, 0.78, 0.48], [0.88, 0.14, -0.37], [3.04, -2.14, 2.44], [0.06, -0.37, -2.73], [1.89, 2.00, 0.63]],
  "lumo_ev": 0.4,
  "smiles": "C=C(CN)SC(C)=O",
  "spin_multiplicity": 1,
  "gap_ev": 10.06,
  "largest_force_ev_per_a": 6.18
}